Arrangement A

The following is a DFT calculation (ωB97M-V with the def2-TZVPD basis set) of C4H6FNS2 as an isolated structure.

## Properties
- molar mass (Da) = 151.231
- HOMO (eV) = -8.62
- HOMO-LUMO gap (eV) = 8.14

ORCA input file:
```
! RIJCOSX wB97M-V def2-TZVPD def2/J DEFGRID3
* xyz 0 1
C -0.94 1.05 1.57
C -0.66 1.18 0.09
C 0.30 -1.20 -0.02
C 1.21 -2.12 -0.61
H 0.27 1.60 1.91
H -1.69 1.88 1.80
H -1.01 -0.22 2.08
H 0.05 1.51 -2.32
H 0.33 -1.15 1.00
H 1.54 -2.89 0.02
N -0.10 0.16 -0.47
F 1.49 -2.44 -1.91
S -0.84 2.66 -0.70
S 0.05 -0.02 -2.43
*
```

Here are the Löwdin charges for atoms 1 to 6, given in e: -0.121 -0.992 -0.097 -0.105 0.181 0.061

Arrangement B

The following is a DFT calculation (ωB97M-V with the def2-TZVPD basis set) of one molecule with the formula C4H6FNS2.

## Properties
- molar mass (Da) = 151.231
- SMILES string = FCCN(C=S)C=S
- HOMO (eV) = -8.73
- HOMO-LUMO gap (eV) = 7.83

ORCA input file:
```
! RIJCOSX wB97M-V def2-TZVPD def2/J DEFGRID3
* xyz 0 1
C 1.31 -1.95 0.00
C 0.81 -0.94 1.00
C 0.07 1.19 -0.05
C -1.51 -0.59 0.34
H 0.52 -2.61 -0.33
H 2.09 -2.57 0.46
H 0.39 -1.45 1.90
H 1.63 -0.29 1.36
H -0.79 1.68 -0.50
H -1.57 -1.57 0.75
N -0.24 -0.06 0.42
F 1.83 -1.30 -1.09
S 1.51 1.94 0.02
S -2.84 0.11 -0.30
*
```

Here are the Löwdin charges for atoms 1 to 6, given in e: -0.197 -0.158 -0.666 -0.656 0.114 0.128

arrangement B is favored, and the nearest alternative lies 0.1773 hartree above it.

Arrangement A

The following is a DFT calculation (ωB97M-V with the def2-TZVPD basis set) of a 2-piece molecular cluster, C2H5N2O2S overall.

## Properties
- molar mass (Da) = 121.141
- HOMO (eV) = -14.24
- HOMO-LUMO gap (eV) = 9.21

ORCA input file:
```
! RIJCOSX wB97M-V def2-TZVPD def2/J DEFGRID3
* xyz 1 1
C -1.71 -0.31 -0.46
C 0.36 -0.17 0.09
N 1.02 -1.20 0.48
N 0.88 0.96 -0.13
O -4.04 -0.27 0.07
O 2.34 1.06 -0.03
S -2.76 -0.28 0.79
H -1.96 -0.35 -1.50
H 0.74 -2.12 0.75
H 1.97 -1.05 0.74
H 0.55 1.71 -0.61
H 2.59 2.02 -0.20
*
```

Here are the Löwdin charges for atoms 1 to 6, given in e: -0.180 -0.194 0.218 0.071 -0.495 0.028

Arrangement B

The following is a DFT calculation (ωB97M-V with the def2-TZVPD basis set) of a 2-piece molecular cluster, C2H5N2O2S overall.

## Properties
- molar mass (Da) = 121.141
- HOMO (alpha / beta) (eV) = -14.28 / -13.18
- HOMO-LUMO gap (alpha / beta) (eV) = 8.29 / 7.32

ORCA input file:
```
! RIJCOSX wB97M-V def2-TZVPD def2/J DEFGRID3
* xyz 1 1
C 0.97 1.33 1.54
C 0.55 0.17 1.18
N 0.24 -0.99 0.80
N -0.45 0.73 -1.20
O 0.51 3.31 3.09
O -1.40 -0.24 -1.26
S 0.56 1.89 3.21
H 1.17 2.17 0.82
H 0.45 -2.03 1.09
H -0.51 -1.17 -0.03
H 0.25 0.36 -1.97
H -2.19 0.20 -0.98
*
```

Here are the Löwdin charges for atoms 1 to 6, given in e: -0.251 -0.155 0.173 0.039 -0.472 -0.095

arrangement A is favored, and the nearest alternative lies 0.0538 hartree above it.

Arrangement A

The following is a DFT calculation (ωB97M-V with the def2-TZVPD basis set) of a 2-piece molecular cluster, C5H4N2O2 overall.

## Properties
- molar mass (Da) = 124.099
- HOMO (eV) = -7.71
- HOMO-LUMO gap (eV) = 7.17

ORCA input file:
```
! RIJCOSX wB97M-V def2-TZVPD def2/J DEFGRID3
* xyz 0 1
C -1.31 -0.28 -0.12
C -1.49 1.08 0.02
C 1.92 0.69 0.15
C 2.12 -0.67 -0.06
C 0.04 -0.51 -0.26
H -1.83 -2.08 1.03
H -2.50 1.65 0.57
H 2.42 1.52 0.39
H 2.98 -1.35 0.62
N -0.35 1.76 0.07
N 0.54 0.79 -0.23
O -2.17 -1.12 0.01
O 0.91 -1.31 0.00
*
```

Here are the Löwdin charges for atoms 1 to 6, given in e: -0.518 -0.089 0.073 -0.068 -0.305 0.311

Arrangement B

The following is a DFT calculation (ωB97M-V with the def2-TZVPD basis set) of a 3-piece molecular cluster, C5H4N2O2 overall.

## Properties
- molar mass (Da) = 124.099
- HOMO (eV) = -9.56
- HOMO-LUMO gap (eV) = 9.15

ORCA input file:
```
! RIJCOSX wB97M-V def2-TZVPD def2/J DEFGRID3
* xyz 0 1
C -0.57 -0.88 -0.58
C 1.40 0.34 -0.38
C 0.05 0.42 -1.04
C -0.87 1.29 -0.11
C -1.85 1.78 0.54
H 0.25 -2.68 1.09
H 1.98 -0.76 1.30
H 0.32 0.79 -2.05
H -2.96 1.91 1.53
N 0.25 -1.36 0.53
N 1.62 -0.81 0.27
O -1.73 -1.32 -0.75
O 2.11 1.27 -0.35
*
```

Here are the Löwdin charges for atoms 1 to 6, given in e: -0.438 -0.583 -0.107 -0.101 0.055 0.319

arrangement A is favored, and the nearest alternative lies 0.0067 hartree above it.

Arrangement A

The following is a DFT calculation (ωB97M-V with the def2-TZVPD basis set) of one molecule with the formula C6H7NS.

## Properties
- molar mass (Da) = 125.196
- SMILES string = C[C@@H]1[C@H]2C=CC(=S)N12
- HOMO (eV) = -8.65
- HOMO-LUMO gap (eV) = 8.10

ORCA input file:
```
! RIJCOSX wB97M-V def2-TZVPD def2/J DEFGRID3
* xyz 0 1
C 1.43 -0.90 -1.36
C 0.69 -0.17 -0.26
C -0.23 -0.73 0.75
C -0.70 0.09 1.83
C -1.16 1.23 1.09
C -1.20 1.05 -0.40
H 0.98 -2.00 -1.26
H 2.53 -0.97 -1.10
H 1.24 -0.64 -2.66
H 0.99 0.93 -0.18
H -0.29 -1.77 0.97
H -0.97 -0.28 2.93
H -1.15 2.23 1.56
N -0.70 -0.21 -0.48
S -1.45 2.14 -1.44
*
```

Here are the Löwdin charges for atoms 1 to 6, given in e: -0.074 -0.304 -0.273 0.027 -0.075 -0.952

Arrangement B

The following is a DFT calculation (ωB97M-V with the def2-TZVPD basis set) of C6H7NS as an isolated structure.

## Properties
- molar mass (Da) = 125.196
- HOMO (alpha / beta) (eV) = -7.65 / -7.65
- HOMO-LUMO gap (alpha / beta) (eV) = 7.33 / 7.33

ORCA input file:
```
! RIJCOSX wB97M-V def2-TZVPD def2/J DEFGRID3
* xyz 0 1
C -1.61 1.15 -0.04
C -2.93 1.18 -0.12
C -1.17 -0.19 0.16
C -2.09 -1.22 0.23
C 0.31 -1.80 0.51
C 1.29 0.15 -0.45
N 0.14 -0.60 0.11
S -3.57 -0.45 0.07
H -0.92 1.92 -0.14
H -3.68 2.07 0.05
H -0.50 -2.53 0.69
H 1.37 -2.04 0.65
H 2.13 -0.65 -0.35
H 0.96 0.65 -1.41
H 1.68 0.95 0.19
*
```

Here are the Löwdin charges for atoms 1 to 6, given in e: -0.192 -0.432 -0.477 -0.423 0.070 0.012

arrangement B is favored, and the nearest alternative lies 0.0087 hartree above it.

Arrangement A

The following is a DFT calculation (ωB97M-V with the def2-TZVPD basis set) of one molecule with the formula C6H7NS.

## Properties
- molar mass (Da) = 125.196
- HOMO (alpha / beta) (eV) = -8.48 / -9.28
- HOMO-LUMO gap (alpha / beta) (eV) = 7.60 / 9.35

ORCA input file:
```
! RIJCOSX wB97M-V def2-TZVPD def2/J DEFGRID3
* xyz 0 1
C -3.56 0.16 -0.40
C -1.74 1.33 0.06
C -1.23 0.09 0.44
C 0.78 1.26 0.77
C 0.24 -0.12 0.59
C 0.76 -0.88 -0.62
N -3.03 1.32 -0.29
S -2.62 -1.13 0.16
H -4.66 -0.01 -0.50
H 1.30 1.84 0.01
H 0.73 1.80 1.67
H 0.35 -0.63 1.48
H 1.22 -0.24 -1.30
H -0.17 -1.08 -1.11
H 1.43 -1.71 -0.48
*
```

Here are the Löwdin charges for atoms 1 to 6, given in e: -0.550 -0.044 -0.434 0.101 -0.441 -0.046

Arrangement B

The following is a DFT calculation (ωB97M-V with the def2-TZVPD basis set) of one molecule with the formula C6H7NS.

## Properties
- molar mass (Da) = 125.196
- SMILES string = Sc1[nH]cc2c1CC2
- HOMO (eV) = -8.29
- HOMO-LUMO gap (eV) = 9.14

ORCA input file:
```
! RIJCOSX wB97M-V def2-TZVPD def2/J DEFGRID3
* xyz 0 1
C 1.42 0.09 -0.08
C -0.13 1.78 -0.08
C -0.78 0.56 -0.08
C -1.96 -0.39 -0.07
C -0.89 -1.56 -0.09
C 0.18 -0.45 -0.08
H 3.29 -0.68 1.19
H 1.98 2.14 -0.13
H -0.43 2.77 -0.06
H -2.60 -0.42 -0.97
H -2.58 -0.35 0.84
H -0.86 -2.20 -0.97
H -0.92 -2.17 0.81
N 1.21 1.46 -0.08
S 3.05 -0.58 -0.16
*
```

Here are the Löwdin charges for atoms 1 to 6, given in e: -0.646 -0.036 -0.191 -0.098 -0.083 -0.212

arrangement B is favored, and the nearest alternative lies 0.1309 hartree above it.

Arrangement A

The following is a DFT calculation (ωB97M-V with the def2-TZVPD basis set) of one molecule with the formula C2H3F2N3O4.

## Properties
- molar mass (Da) = 171.059
- SMILES string = NC(C(F)F)([N+](=O)[O-])[N+](=O)[O-]
- HOMO (eV) = -10.85
- HOMO-LUMO gap (eV) = 9.79

ORCA input file:
```
! RIJCOSX wB97M-V def2-TZVPD def2/J DEFGRID3
* xyz 0 1
C -0.46 -1.31 -0.99
C -0.80 -0.11 -0.02
N 0.09 0.15 1.02
N -2.20 -0.48 0.64
N -1.13 1.28 -0.83
O -2.11 -0.55 1.82
O -3.21 -0.42 -0.06
O -1.86 1.26 -1.77
O -0.68 2.23 -0.23
F -0.31 -2.41 -0.30
F 0.71 -1.24 -1.59
H -1.21 -1.27 -1.83
H 1.07 -0.26 0.99
H -0.31 -0.21 1.89
*
```

Here are the Löwdin charges for atoms 1 to 6, given in e: -0.392 -0.224 0.123 -0.287 -0.307 0.109

Arrangement B

The following is a DFT calculation (ωB97M-V with the def2-TZVPD basis set) of a 2-piece molecular cluster, C2H3F2N3O4 overall.

## Properties
- molar mass (Da) = 171.059
- HOMO (alpha / beta) (eV) = -11.05 / -10.39
- HOMO-LUMO gap (alpha / beta) (eV) = 8.74 / 8.47

ORCA input file:
```
! RIJCOSX wB97M-V def2-TZVPD def2/J DEFGRID3
* xyz 0 1
C 0.83 -0.18 1.19
C 0.17 -0.20 -0.11
N -0.77 -1.28 -0.27
N 0.88 0.16 -1.37
N -1.02 1.54 -0.34
O -1.03 -1.94 0.75
O -1.23 -1.44 -1.34
O 0.21 0.58 -2.26
O 2.04 -0.15 -1.43
F -2.21 1.08 -0.20
F -0.83 2.45 0.67
H 1.34 0.74 1.27
H 0.08 -0.34 2.09
H 1.54 -1.02 1.34
*
```

Here are the Löwdin charges for atoms 1 to 6, given in e: -0.027 -0.161 -0.370 -0.370 0.049 0.086

arrangement A is favored, and the nearest alternative lies 0.2026 hartree above it.

Arrangement A

The following is a DFT calculation (ωB97M-V with the def2-TZVPD basis set) of one molecule with the formula C6H7ClO.

## Properties
- molar mass (Da) = 130.574
- SMILES string = O[C@H]1C=CC/C1=C/Cl
- HOMO (eV) = -9.21
- HOMO-LUMO gap (eV) = 10.00

ORCA input file:
```
! RIJCOSX wB97M-V def2-TZVPD def2/J DEFGRID3
* xyz 0 1
C -0.15 1.04 -0.39
C 1.41 0.90 -0.40
C 1.79 -0.36 -0.18
C 0.59 -1.21 0.19
C -0.58 -0.31 0.02
C -1.83 -0.76 0.04
H -0.97 1.73 1.28
H -0.43 1.23 -1.41
H 2.08 1.71 -0.37
H 2.83 -0.75 -0.18
H 0.71 -1.52 1.25
H 0.48 -2.12 -0.32
H -2.09 -1.84 0.25
O -0.61 2.11 0.43
Cl -3.23 0.16 -0.21
*
```

Here are the Löwdin charges for atoms 1 to 6, given in e: -0.341 -0.012 -0.070 -0.152 -0.295 -0.544

Arrangement B

The following is a DFT calculation (ωB97M-V with the def2-TZVPD basis set) of one molecule with the formula C6H7ClO.

## Properties
- molar mass (Da) = 130.574
- SMILES string = O[C@H]1C=CC/C1=C/Cl
- HOMO (eV) = -9.22
- HOMO-LUMO gap (eV) = 10.05

ORCA input file:
```
! RIJCOSX wB97M-V def2-TZVPD def2/J DEFGRID3
* xyz 0 1
C -0.13 1.02 -0.30
C 1.37 0.92 -0.35
C 1.85 -0.34 -0.10
C 0.72 -1.27 0.20
C -0.53 -0.42 0.09
C -1.80 -0.84 0.19
H -1.51 2.12 0.46
H -0.54 1.25 -1.26
H 2.00 1.78 -0.60
H 2.90 -0.61 0.03
H 0.80 -1.74 1.17
H 0.70 -2.08 -0.52
H -2.04 -1.85 0.52
O -0.59 1.96 0.65
Cl -3.20 0.09 -0.18
*
```

Here are the Löwdin charges for atoms 1 to 6, given in e: -0.362 -0.019 -0.062 -0.156 -0.225 -0.507

arrangement B is favored, and the nearest alternative lies 0.0112 hartree above it.

Arrangement A

The following is a DFT calculation (ωB97M-V with the def2-TZVPD basis set) of a 2-piece molecular cluster, CNO4 overall.

## Properties
- molar mass (Da) = 90.014
- HOMO (eV) = -2.97
- HOMO-LUMO gap (eV) = 6.73

ORCA input file:
```
! RIJCOSX wB97M-V def2-TZVPD def2/J DEFGRID3
* xyz -1 1
C -1.39 0.01 0.02
N 1.24 0.31 -0.17
O -1.02 -0.30 1.07
O 1.49 0.18 1.05
O -1.91 0.15 -0.97
O 1.93 -0.30 -1.01
*
```

Löwdin charges in e: -0.518 -0.398 0.166 -0.215 0.184 -0.220

Arrangement B

The following is a DFT calculation (ωB97M-V with the def2-TZVPD basis set) of an isolated ion of composition CNO4 and charge -1.

## Properties
- molar mass (Da) = 90.014
- SMILES string = O=C([O-])[N+](=O)[O-]
- HOMO (eV) = -4.53
- HOMO-LUMO gap (eV) = 8.92

ORCA input file:
```
! RIJCOSX wB97M-V def2-TZVPD def2/J DEFGRID3
* xyz -1 1
C 0.58 0.33 0.71
N -0.52 -0.28 -0.63
O 1.22 1.23 0.33
O 0.47 -0.43 1.67
O -0.06 -0.82 -1.66
O -1.69 -0.01 -0.42
*
```

Löwdin charges in e: -0.634 -0.346 0.083 -0.001 -0.067 -0.034

arrangement B is favored, and the nearest alternative lies 0.0073 hartree above it.